# 1
{
  "formula": "C4H6O3Sm",
  "method": "the ωB97M-V functional and the def2-TZVPD basis",
  "charge": 1,
  "spin_multiplicity": 8,
  "largest_force_ev_per_a": 2.81,
  "gap_ev": [7.55, 7.33],
  "homo_ev": [-11.97, -13.46],
  "lumo_energy_ev": [-4.42, -6.13],
  "relative_energy_kj_mol": 0.00,
  "species": ["Sm", "O", "O", "O", "C", "C", "C", "C", "H", "H", "H", "H", "H", "H"],
  "positions_angstrom": [[3.4880, 0.0632, 1.0835], [5.6536, 0.7926, 2.2206], [5.6993, -0.9588, 0.9031], [7.5635, -0.3713, 1.9349], [8.2441, 0.5464, 2.7955], [-0.1748, 1.2556, 1.1786], [6.2880, -0.1732, 1.7045], [0.9090, 0.5344, 0.8309], [-0.4668, 2.0572, 0.4813], [9.2772, 0.1938, 2.8477], [8.2098, 1.5576, 2.3750], [-0.4943, 1.5663, 2.1859], [-0.0256, -0.0226, 1.5856], [7.7908, 0.5380, 3.7931]],
  "forces_ev_per_a": [[2.3, -0.2, 0.3], [-0.7, 0.3, 0.3], [-0.5, -0.5, -0.2], [0.0, -0.3, -0.2], [0.1, 0.3, 0.3], [1.6, 2.3, 0.1], [-0.6, 0.3, -0.4], [-1.6, -0.5, 1.8], [-1.2, -0.6, -0.6], [-0.3, 0.1, 0.0], [0.0, -0.2, 0.1], [0.2, -0.4, 0.1], [0.4, -0.6, -1.3], [0.1, 0.1, -0.2]]
}

# 2
{
  "formula": "CH3N2O2",
  "method": "the ωB97M-V functional and the def2-TZVPD basis",
  "charge": 1,
  "smiles": "NC(O)=[N+]=O",
  "largest_force_ev_per_a": 6.47,
  "gap_ev": 9.03,
  "homo_ev": -15.91,
  "lumo_energy_ev": -6.88,
  "relative_energy_kj_mol": 216.81,
  "species": ["O", "O", "N", "N", "C", "H", "H", "H"],
  "positions_angstrom": [[0.3441, 0.7775, -1.1248], [1.3145, -1.3594, 0.8691], [-0.9509, -0.3499, 0.2362], [1.3946, -0.2004, 0.8118], [0.2277, 0.1120, 0.0934], [-1.5276, 0.1906, -0.4241], [0.7429, 1.5708, -1.5041], [-1.5453, -0.7411, 1.0425]],
  "forces_ev_per_a": [[-1.3, -2.5, 2.4], [1.3, -4.1, 1.1], [-3.0, 0.8, 1.2], [0.8, 2.3, 0.5], [-0.6, 3.9, -5.1], [-0.3, -0.8, 0.1], [1.0, 0.2, 1.1], [2.1, 0.3, -1.2]]
}